DFT (wB97M-V/def2-TZVPD) results for a structure of composition C34H50N12O3RuS3.

XYZ file:
```
103
Properties=species:S:1:pos:R:3
Ru -0.0078 0.8247 -0.0244
N 0.3607 1.8599 -3.2743
C 1.4452 1.2431 -2.6741
N 2.6368 1.1391 -3.2412
N 3.3876 0.5092 -2.3273
N 2.6870 0.2518 -1.2727
N 1.4303 0.6947 -1.4601
C -0.5276 2.5908 -2.5056
N -1.2884 3.5701 -2.9665
N -1.9925 3.9746 -1.8941
N -1.6708 3.2812 -0.8540
N -0.7344 2.3749 -1.2115
H 0.5651 2.2629 -4.1754
C 5.8479 -0.9437 0.0009
C 6.2845 0.2993 0.7710
C 5.1603 1.2914 1.0747
C 4.1551 0.8247 2.1234
N 3.1906 -0.1120 1.5527
C 2.1805 -0.6987 2.1867
S 0.7114 -1.0625 1.3387
N 2.2514 -1.0839 3.4588
C 3.4287 -1.2646 4.3017
C 4.5138 -2.1824 3.7414
C 4.0466 -3.6130 3.4403
C 3.6790 -3.8408 1.9769
H 6.7065 -1.5813 -0.2169
H 5.3784 -0.6692 -0.9450
H 5.1253 -1.5360 0.5628
H 7.0490 0.8220 0.1902
H 6.7643 0.0114 1.7136
H 4.6390 1.5366 0.1465
H 5.5995 2.2215 1.4452
H 3.6044 1.6799 2.5282
H 4.7119 0.3726 2.9430
H 3.0362 -0.0098 0.5431
H 1.4017 -1.5148 3.8263
H 3.0400 -1.7063 5.2206
H 3.8521 -0.2981 4.5798
H 5.3099 -2.1968 4.4911
H 4.9529 -1.7504 2.8385
H 3.1962 -3.8579 4.0854
H 4.8419 -4.3105 3.7127
H 2.8633 -3.1941 1.6503
H 3.3709 -4.8734 1.8059
H 4.5375 -3.6406 1.3327
O -1.7062 1.0327 1.4691
S -3.0325 1.2423 0.7575
C -4.1938 0.1161 1.5216
C -3.7631 -0.9528 2.2903
C -4.7147 -1.8005 2.8368
C -6.0685 -1.5758 2.6178
C -6.4834 -0.4907 1.8607
C -5.5410 0.3693 1.3160
C -2.7760 0.3485 -0.7738
C -1.9062 -0.7436 -0.7331
C -1.3798 -1.2258 -1.9229
C -1.7831 -0.6695 -3.1344
C -2.7058 0.3630 -3.1555
C -3.1916 0.9021 -1.9669
H -2.7025 -1.0773 2.4721
H -4.4096 -2.6453 3.4404
H -6.8022 -2.2445 3.0490
H -7.5378 -0.3066 1.7035
H -5.8493 1.2307 0.7348
H -1.6544 -1.2126 0.2076
H -0.6668 -2.0397 -1.8981
H -1.3644 -1.0377 -4.0612
H -2.9985 0.8083 -4.0972
H -3.7995 1.7978 -1.9766
O 1.2319 2.1037 1.0356
N 1.3617 3.2894 0.4356
C 2.3148 3.4603 -0.4948
C 2.4244 4.6626 -1.1553
C 1.5439 5.6911 -0.8517
C 0.5769 5.4860 0.1175
C 0.4996 4.2638 0.7496
H 2.9381 2.5990 -0.6801
H 3.1863 4.7696 -1.9135
H 1.6020 6.6345 -1.3762
H -0.1469 6.2478 0.3656
H -0.2487 3.9828 1.4745
C 0.6249 -5.2028 2.8851
C -0.7799 -5.1275 3.4671
C -1.4664 -3.8030 3.1405
S -1.1246 -2.4549 4.3017
O 0.2846 -2.6217 4.8017
C -2.1517 -3.0316 5.6729
C -1.9840 -2.1037 6.8699
C -2.5297 -0.7020 6.6202
H 1.0990 -6.1561 3.1231
H 1.2414 -4.3998 3.2833
H 0.6005 -5.0973 1.7986
H -0.7408 -5.2784 4.5484
H -1.3954 -5.9358 3.0654
H -2.5551 -3.8903 3.1195
H -1.1358 -3.4243 2.1714
H -1.8424 -4.0510 5.9089
H -3.1856 -3.0372 5.3195
H -0.9239 -2.0603 7.1274
H -2.4946 -2.5581 7.7218
H -2.0002 -0.2042 5.8062
H -2.4275 -0.0815 7.5102
H -3.5891 -0.7353 6.3537
```

## Properties
**Energy**: -95178.994 eV
**Frontier orbital gap**: 0.2642 Eh
**ΔE to the lowest compared entry with this formula, charge and spin**: 1.2 kcal per mole